# 1
Molecular formula: C4H7ClSi
Method: DFT, ωB97M-V/def2-TZVPD

energy relative to the best compared isomer or geometry (same formula, charge and spin) = 463.9 kJ/mol
max |F| = 5.20 eV/Å
frontier orbital gap (spin up / spin down) = 8.113 / 6.859 eV

CARTESIAN COORDINATES (ANGSTROEM)
C  2.534  1.042  -0.304
C  -2.101  -1.262  0.109
C  1.614  0.110  -0.364
C  -1.299  -1.321  1.118
Si  -0.648  0.054  2.283
Cl  0.743  -0.872  3.394
H  3.213  0.951  -1.115
H  2.657  1.925  0.306
H  -2.418  -2.262  -0.487
H  -2.636  -0.404  -0.302
H  0.573  -0.103  0.297
H  -1.017  -2.236  1.539
H  -1.090  1.240  2.899

Atomic partial charges in e from the Löwdin method, atoms 1 to 5: -0.1494, -0.1058, 0.0100, -0.4085, 0.3110



# 2
Molecular formula: C7H13NOS
Method: DFT, ωB97M-V/def2-TZVPD

energy relative to the best compared isomer or geometry (same formula, charge and spin) = 522.1 kJ/mol
max |F| = 5.01 eV/Å
frontier orbital gap = 8.509 eV

CARTESIAN COORDINATES (ANGSTROEM)
C  -2.288  -1.195  -1.233
C  -0.714  -0.631  1.245
C  1.760  -0.106  0.870
C  0.741  1.075  -0.333
C  -1.895  0.341  0.947
C  0.442  -0.110  0.642
C  3.261  0.545  -0.944
N  2.180  0.919  0.002
O  -3.802  1.164  -0.060
S  -2.334  0.373  -0.858
H  -2.435  -1.971  -0.516
H  -2.690  -1.305  -2.345
H  -0.521  -0.499  2.344
H  -0.686  -1.701  0.889
H  -4.596  1.354  -0.544
H  2.539  -0.710  1.357
H  0.469  0.874  -1.345
H  0.379  2.039  -0.133
H  -2.745  -0.095  1.404
H  -1.609  1.360  1.242
H  3.012  -0.336  -1.468
H  3.398  1.448  -1.448
H  4.129  0.339  -0.400

Atomic partial charges in e from the Löwdin method, atoms 1 to 5: -0.3771, -0.2251, -0.0865, -0.1217, -0.3048



# 3
Molecular formula: C41H111N3O14
Method: DFT, ωB97M-V/def2-TZVPD

energy relative to the best compared isomer or geometry (same formula, charge and spin) = 594.7 kJ/mol
max |F| = 4.02 eV/Å
frontier orbital gap = 8.629 eV

CARTESIAN COORDINATES (ANGSTROEM)
C  3.399  -13.008  -11.090
C  4.314  -13.730  -12.007
C  4.800  -12.755  -13.150
O  3.848  -12.732  -14.241
C  4.310  -11.778  -15.238
N  5.466  -14.268  -11.279
H  3.209  -13.440  -10.108
H  2.386  -12.987  -11.492
H  3.796  -12.008  -10.917
H  3.852  -14.585  -12.502
H  5.749  -13.163  -13.501
H  4.917  -11.727  -12.810
H  4.789  -10.849  -14.928
H  3.519  -11.477  -15.925
H  4.989  -12.400  -15.821
H  6.154  -14.423  -12.002
H  5.921  -13.595  -10.680
C  6.241  -18.481  -11.389
C  7.047  -18.983  -12.566
C  6.704  -18.294  -13.899
O  7.003  -16.917  -13.905
C  7.027  -16.341  -15.328
N  8.428  -18.699  -12.247
H  6.455  -17.470  -11.043
H  6.295  -19.147  -10.528
H  5.200  -18.510  -11.712
H  6.781  -20.034  -12.682
H  5.617  -18.352  -13.959
H  7.139  -18.816  -14.751
H  6.999  -15.252  -15.283
H  6.244  -16.761  -15.960
H  7.984  -16.610  -15.775
H  8.637  -17.739  -12.015
H  8.835  -18.910  -13.147
C  12.104  -17.629  -9.164
C  10.530  -17.658  -8.930
C  9.797  -16.481  -9.553
O  9.659  -16.492  -10.986
C  9.087  -15.309  -11.521
N  9.902  -18.913  -9.487
H  12.444  -16.594  -9.178
H  12.339  -18.096  -10.120
H  12.713  -18.175  -8.443
H  10.381  -17.731  -7.853
H  10.171  -15.498  -9.268
H  8.831  -16.441  -9.050
H  9.897  -14.596  -11.675
H  8.211  -14.840  -11.073
H  8.745  -15.600  -12.514
H  8.945  -18.705  -9.733
H  10.341  -19.177  -10.358
C  8.377  -11.898  -15.669
C  9.543  -12.756  -15.172
C  10.953  -11.985  -15.263
O  9.293  -12.957  -13.776
H  8.372  -12.007  -16.754
H  8.428  -10.814  -15.575
H  7.428  -12.345  -15.373
H  9.658  -13.726  -15.654
H  11.047  -11.135  -14.586
H  11.197  -11.456  -16.184
H  11.661  -12.790  -15.066
H  8.640  -12.284  -13.570
C  10.749  -7.777  -18.583
C  9.919  -8.911  -19.187
C  10.435  -10.185  -18.450
O  8.549  -8.585  -18.870
H  11.813  -7.983  -18.463
H  10.477  -7.599  -17.543
H  10.669  -6.836  -19.126
H  10.171  -8.854  -20.246
H  11.507  -10.333  -18.318
H  9.986  -11.061  -18.919
H  10.126  -10.109  -17.408
H  8.481  -7.701  -19.238
C  11.581  -18.429  -14.823
C  12.267  -17.151  -14.450
C  11.269  -16.039  -14.106
O  12.960  -17.315  -13.224
H  10.714  -18.424  -15.483
H  11.025  -18.968  -14.056
H  12.232  -19.184  -15.266
H  13.003  -16.822  -15.183
H  11.671  -15.184  -13.561
H  10.559  -16.566  -13.469
H  10.710  -15.694  -14.975
H  13.539  -18.069  -13.358
C  9.170  -6.980  -12.448
C  9.823  -7.470  -13.714
C  10.751  -8.575  -13.291
O  8.829  -8.082  -14.510
H  8.455  -6.179  -12.640
H  9.909  -6.640  -11.723
H  8.585  -7.717  -11.898
H  10.430  -6.757  -14.271
H  11.186  -8.246  -12.348
H  11.601  -8.669  -13.966
H  10.143  -9.465  -13.127
H  8.736  -7.407  -15.186
C  13.657  -15.849  -18.478
C  13.645  -14.355  -18.684
C  12.602  -13.692  -17.788
O  14.895  -13.727  -18.345
H  14.625  -16.218  -18.816
H  12.886  -16.349  -19.063
H  13.471  -16.137  -17.443
H  13.426  -14.050  -19.707
H  12.659  -13.805  -16.705
H  11.563  -13.894  -18.049
H  12.693  -12.619  -17.960
H  15.376  -13.771  -19.174
C  8.600  -10.727  -10.754
C  7.285  -10.920  -11.591
C  6.294  -9.761  -11.293
O  7.593  -10.792  -13.013
H  9.254  -9.891  -11.002
H  9.263  -11.578  -10.906
H  8.535  -10.578  -9.676
H  6.777  -11.853  -11.343
H  6.728  -8.762  -11.262
H  5.895  -9.806  -10.280
H  5.496  -9.716  -12.034
H  7.966  -9.957  -13.304
C  12.164  -11.948  -10.092
C  12.749  -12.142  -11.446
C  13.421  -13.527  -11.571
O  11.781  -11.983  -12.402
H  11.622  -12.812  -9.708
H  11.674  -10.983  -9.967
H  13.090  -11.968  -9.518
H  13.615  -11.511  -11.646
H  14.418  -13.485  -11.133
H  13.517  -13.888  -12.596
H  12.934  -14.308  -10.987
H  11.222  -12.742  -12.581
C  13.944  -10.003  -15.076
C  14.717  -11.205  -15.209
C  16.180  -10.973  -15.733
O  14.774  -11.747  -13.955
H  13.049  -10.189  -14.482
H  13.588  -9.588  -16.019
H  14.596  -9.252  -14.630
H  14.319  -11.939  -15.909
H  16.620  -11.933  -16.001
H  16.842  -10.436  -15.054
H  16.265  -10.349  -16.622
H  13.871  -11.872  -13.654
C  8.712  -14.938  -18.439
C  9.389  -16.112  -18.984
C  8.950  -17.420  -18.364
O  8.952  -16.186  -20.296
H  7.639  -14.838  -18.603
H  9.210  -14.055  -18.838
H  8.902  -14.931  -17.366
H  10.472  -15.989  -18.989
H  9.525  -17.615  -17.459
H  8.988  -18.270  -19.045
H  7.900  -17.469  -18.073
H  8.290  -16.880  -20.335
C  5.569  -10.727  -19.899
C  6.351  -11.483  -18.814
O  5.892  -12.716  -18.449
O  5.299  -11.509  -21.043
H  6.123  -9.836  -20.195
H  4.582  -10.348  -19.634
H  6.639  -10.821  -17.997
H  7.273  -11.772  -19.318
H  5.170  -12.915  -19.050
H  6.016  -11.458  -21.680

Atomic partial charges in e from the Löwdin method, atoms 1 to 5: -0.0698, -0.4126, -0.1790, -0.1802, -0.0867